(1)
The following is a quantum chemistry calculation of a molecular structure, C28H47BrCuNO3P3, from the Open Molecules 2025 dataset.

CARTESIAN COORDINATES (ANGSTROEM)
C -0.4862 6.2267 -3.8950
C -0.6396 4.9195 -4.4402
C -0.9902 4.8507 -5.7997
C -1.2388 6.0263 -6.5352
N -1.0916 7.2467 -5.9955
C -0.7390 7.3483 -4.7092
C -0.5909 3.6465 -3.6956
C -0.8284 2.8932 -2.7069
C -1.4113 2.1533 -1.6047
C -0.6644 1.8622 -0.4530
C -1.2895 1.3565 0.6995
C -2.6597 1.1770 0.6944
C -3.4012 1.5674 -0.3994
C -2.7963 2.0226 -1.5550
Cu -0.3893 1.5021 -3.7498
P 2.0305 -1.1917 0.8055
H -1.1137 3.9120 -6.3122
H -0.1851 6.4212 -2.8700
H -1.5540 5.9863 -7.5868
H -0.6488 8.3777 -4.3314
H -3.4151 2.3995 -2.3577
H 0.4018 2.0681 -0.4273
H -4.4827 1.5163 -0.3461
H -0.6704 1.1214 1.5845
C 2.1266 -2.7190 1.8907
C 3.0381 -3.8809 1.4920
H 1.0810 -3.0662 1.9127
H 2.3578 -2.3901 2.9190
H 3.0554 -4.6391 2.2887
H 2.6795 -4.3966 0.5932
H 4.0784 -3.5762 1.3299
C 2.8137 -1.7021 -0.7996
C 3.4553 -0.5454 -1.5563
H 2.0034 -2.0934 -1.4179
H 3.5058 -2.5437 -0.6946
H 3.3829 -0.6990 -2.6393
H 2.9430 0.4005 -1.3482
H 4.5179 -0.4159 -1.3287
C 3.4566 -0.2322 1.5178
C 4.8013 -0.9459 1.6019
H 3.1366 0.1148 2.5123
H 3.5483 0.6757 0.9001
H 5.5961 -0.2330 1.8487
H 4.8092 -1.7067 2.3861
H 5.0851 -1.4150 0.6564
Br -3.6153 0.4890 2.1863
P -2.0566 -3.0455 -1.3824
C -0.2644 -3.3731 -1.0086
C 0.1209 -4.7539 -1.5294
H -0.0784 -3.2861 0.0711
H 0.2745 -2.5763 -1.5278
H 1.1835 -4.7873 -1.7857
H -0.0789 -5.5503 -0.7961
H -0.4371 -5.0027 -2.4428
C -2.7634 -3.0801 0.3467
C -4.2110 -3.5908 0.4327
H -2.6865 -2.0792 0.8113
H -2.1065 -3.7702 0.9090
H -4.5045 -3.6748 1.4847
H -4.9356 -2.9406 -0.0718
H -4.2905 -4.5968 0.0062
C -2.1846 -1.2848 -1.8835
C -2.6222 -1.3040 -3.3553
H -1.2448 -0.7392 -1.7308
H -2.9460 -0.8181 -1.2453
H -2.9503 -0.3081 -3.6735
H -1.7913 -1.6238 -4.0086
H -3.4557 -2.0099 -3.4993
C 1.6960 -0.0879 5.7870
O 1.1624 -0.6812 4.6002
P 0.3562 0.2047 3.5021
O -0.9095 0.8266 4.2782
C -1.7241 0.0958 5.2071
O 1.3599 1.5268 3.3077
C 0.9115 2.8793 3.5403
H 2.7794 0.0343 5.6778
H 1.4856 -0.8214 6.5698
H 1.2254 0.8751 6.0353
H -2.0575 -0.8531 4.7831
H -1.1698 -0.0787 6.1367
H -2.5916 0.7322 5.3786
H 0.1811 3.1997 2.7896
H 0.5032 2.9709 4.5529
H 1.8186 3.4832 3.4688

LUMO level (alpha / beta)   -6.88 / -8.94 eV
Frontier orbital gap (alpha / beta)   5.8 / 3.8 eV
Electronic energy   -179960.7066 eV
Multiplicity   2
Largest force on an atom   0.07450 Eh/bohr
Charge   +2


(2)
The following is a quantum chemistry calculation of 2 unconnected molecules or ions with the total composition C3H9NO2, from the Open Molecules 2025 dataset.

CARTESIAN COORDINATES (ANGSTROEM)
C -1.0993 0.8849 0.5988
C -0.2211 -0.0897 1.2272
O -0.3560 -1.2412 1.5637
O 1.0145 0.5148 1.4311
H -1.7742 0.4825 -0.1617
H -0.4629 1.6432 0.0893
H -1.5673 1.5097 1.4974
H 1.5834 -0.2635 1.5376
C -0.3810 -0.3168 -2.2460
N 0.9793 0.0839 -1.8156
H -0.7884 -1.0090 -1.4486
H -0.4428 -1.0192 -3.0980
H -1.0807 0.5000 -2.3093
H 1.0593 1.0508 -2.0875
H 1.6144 -0.4176 -2.4234

LUMO level   0.85 eV
Frontier orbital gap   10.5 eV
Electronic energy   -8841.5314 eV
Multiplicity   1
Largest force on an atom   0.06167 Eh/bohr
SMILES string   CC(=O)O.CN


(3)
The following is a quantum chemistry calculation of 2 unconnected molecules or ions with the total composition C5H10N2O2, from the Open Molecules 2025 dataset.

CARTESIAN COORDINATES (ANGSTROEM)
C 1.2804 -1.4051 1.1176
C 1.5024 -0.9815 -0.3310
O 0.6491 -1.7652 -1.1662
C 1.2759 0.4649 -0.5243
N 1.6950 1.5520 -0.7180
H 1.3794 -2.4858 1.1984
H 0.2810 -1.1298 1.4408
H 2.0073 -0.9168 1.7639
H 2.5529 -1.1626 -0.6056
H 0.6668 -1.3922 -2.0595
C -0.8184 2.1913 0.1126
N -0.7011 0.7770 -0.0807
C -1.6661 -0.0219 -0.2232
O -2.9527 0.3233 0.0148
H -1.7580 2.5774 -0.2809
H -0.7677 2.4185 1.1785
H 0.3657 2.4428 -0.2327
H -1.4592 -1.0464 -0.5164
H -3.5325 -0.4397 -0.0880

LUMO level   0.38 eV
Frontier orbital gap   9.5 eV
Electronic energy   -12419.7396 eV
Multiplicity   1
Largest force on an atom   0.06419 Eh/bohr
SMILES string   C[C@@H](O)C#N.C/N=C\O


(4)
The following is a quantum chemistry calculation of C4H9NO in the gas phase, from the Open Molecules 2025 dataset.

CARTESIAN COORDINATES (ANGSTROEM)
C -1.6558 0.7137 0.3129
C -0.8424 -0.1277 -0.6370
N 0.3758 0.4435 -1.2086
C 0.4787 -0.7648 -0.3904
C 1.3662 -0.6162 0.8405
O 1.5398 0.7254 1.2162
H -2.3126 0.0831 0.9224
H -1.0121 1.2992 0.9723
H -2.2922 1.3970 -0.2627
H -1.4567 -0.6905 -1.3436
H 0.4565 0.2744 -2.2051
H 0.6233 -1.7165 -0.9042
H 2.3354 -1.0902 0.6017
H 0.9496 -1.1595 1.6971
H 1.4466 1.2291 0.3886

LUMO level   0.99 eV
Frontier orbital gap   10.7 eV
Electronic energy   -7830.3845 eV
Multiplicity   1
Largest force on an atom   0.00656 Eh/bohr
SMILES string   C[C@H]1N[C@H]1CO


(5)
The following is a quantum chemistry calculation of a molecular structure, C43H49Cl2GeN4O3RuSSi, from the Open Molecules 2025 dataset.

CARTESIAN COORDINATES (ANGSTROEM)
Ru 0.9431 -0.3029 2.1574
C 6.7434 1.2281 2.5471
Si 6.6054 -0.4912 3.2295
C 7.8081 -0.8112 4.5980
C 6.7787 -1.7987 1.9240
C 4.8550 -0.5434 4.0539
C 4.7413 -0.5964 5.4483
C 3.5071 -0.5468 6.0748
C 2.3446 -0.4148 5.3055
N 2.3890 -0.3538 3.9933
C 3.6143 -0.4383 3.3685
S 3.4409 -0.4132 1.6716
H 7.7369 1.3873 2.1124
H 6.5954 1.9785 3.3316
H 6.0019 1.4025 1.7591
H 8.8214 -0.8356 4.1810
H 7.6241 -1.7792 5.0790
H 7.7888 -0.0272 5.3651
H 7.8300 -1.8470 1.6195
H 6.1845 -1.5873 1.0325
H 6.4967 -2.7864 2.3060
H 5.6394 -0.6862 6.0529
H 3.4280 -0.6062 7.1536
H 1.3698 -0.3528 5.7687
Ge -1.1449 0.2531 3.9544
C -0.5739 -1.6417 4.0398
C -0.0132 -2.5196 3.0987
C 0.2568 -3.8410 3.4226
C -0.0433 -4.3098 4.6939
C -0.5984 -3.4543 5.6370
C -0.8531 -2.1252 5.3188
C -3.0319 0.4227 4.1121
C -3.5833 1.6848 4.3459
C -4.9555 1.8562 4.2481
C -5.7687 0.7777 3.9123
C -5.2204 -0.4811 3.6932
C -3.8471 -0.6641 3.7927
H -0.2664 1.2496 4.7029
H 0.1263 -2.2688 2.0492
H 0.6808 -4.5039 2.6778
H 0.1440 -5.3464 4.9450
H -0.8470 -3.8216 6.6259
H -1.2998 -1.4781 6.0710
H -2.9497 2.5260 4.6089
H -5.3922 2.8307 4.4345
H -6.8396 0.9188 3.8277
H -5.8619 -1.3202 3.4481
H -3.4181 -1.6463 3.6233
C -2.4077 1.7205 -5.4156
C -1.5297 1.6173 -4.1573
C -2.0649 2.6574 -3.1651
C -1.7245 0.2036 -3.5866
C -0.0288 1.9438 -4.4633
O 0.0798 3.2181 -5.1012
C 0.7658 0.8963 -5.2606
C 0.3125 0.5471 -6.7009
C -0.2608 -0.8538 -6.8588
C 0.4176 -1.9569 -6.3547
C -0.0894 -3.2426 -6.4899
C -1.2929 -3.4370 -7.1407
Cl -1.9391 -5.0409 -7.2976
C -1.9732 -2.3655 -7.6747
C -1.4498 -1.0824 -7.5338
C 0.7588 2.3065 -3.1758
N 0.8756 1.3551 -2.0487
C 0.6481 1.6225 -0.7636
N 1.0815 0.6108 -0.0121
C 1.4981 -0.3008 -0.9550
N 1.4066 0.1225 -2.1841
H -3.4587 1.7039 -5.1103
H -2.2609 0.8766 -6.0839
H -2.2537 2.6547 -5.9618
H -3.1512 2.5816 -3.1107
H -1.8173 3.6734 -3.4872
H -1.6813 2.4996 -2.1497
H -2.7988 -0.0023 -3.5219
H -1.3149 0.0902 -2.5754
H -1.2838 -0.5640 -4.2297
H -0.1296 3.1263 -6.0354
H 0.8242 -0.0103 -4.6690
H 1.7809 1.2964 -5.3130
H 1.1867 0.6271 -7.3475
H -0.4018 1.2695 -7.0957
H 1.3737 -1.8184 -5.8562
H 0.4523 -4.0978 -6.1020
H -2.9054 -2.5305 -8.2027
H -1.9858 -0.2468 -7.9748
H 0.3134 3.2053 -2.7612
H 1.7668 2.5624 -3.4878
H 0.2607 2.5651 -0.4032
H 1.9098 -1.2686 -0.7156
Cl -6.7786 2.6897 -0.6827
C -5.2774 2.0669 -0.1317
C -4.9701 0.7310 -0.3626
C -3.7622 0.2317 0.0779
C -2.8751 1.0610 0.7664
C -3.1959 2.4007 0.9894
C -4.3921 2.9110 0.5266
C -1.6669 0.4772 1.3366
O -1.2610 -0.6675 1.1159
O -0.9737 1.2071 2.2375
H -5.6774 0.0980 -0.8857
H -3.5044 -0.8078 -0.0835
H -2.5092 3.0395 1.5332
H -4.6525 3.9509 0.6809

LUMO level (alpha / beta)   -5.29 / -8.72 eV
Frontier orbital gap (alpha / beta)   6.6 / 3.2 eV
Electronic energy   -160330.5815 eV
Multiplicity   6
Largest force on an atom   0.01943 Eh/bohr
Charge   +2


(6)
The following is a quantum chemistry calculation of C2H2N2O2 in the gas phase, from the Open Molecules 2025 dataset.

CARTESIAN COORDINATES (ANGSTROEM)
O 2.2901 -0.1086 -0.0546
C 1.0638 -0.3076 -0.0261
N 0.0071 -1.2443 -0.0953
C -1.1410 -0.5697 -0.1219
O -1.0096 0.6711 0.0031
N 0.2728 0.9944 -0.2871
H -1.9997 -1.1489 0.0724
H 0.5165 1.7136 0.5094

LUMO level   0.02 eV
Frontier orbital gap   10.1 eV
Electronic energy   -9178.6289 eV
Multiplicity   1
Largest force on an atom   0.12082 Eh/bohr
SMILES string   O=c1nco[nH]1


Record order is preserved below.
Energy relative to the best compared isomer or geometry (same formula, charge and spin): 0.0000 1.4238 3.7330 1.9355 0.0000 3.1574 eV